No. 1
The following is a quantum chemistry calculation of a cluster of 2 separate species, C2H4NO2S in total in a non-equilibrium geometry, from OMol25.

Last column: natural (NBO) charge in e.
Geometry (Å):
S (1.390, -0.666, 0.170)  1.28
O (1.575, 1.032, -0.239)  -0.67
O (2.520, -1.359, -0.498)  -0.97
N (-1.367, 0.653, -0.518)  -0.65
C (-1.359, 0.092, 0.686)  -0.45
C (0.608, 0.460, -1.038)  -0.02
H (0.860, 0.233, -2.108)  0.16
H (-2.265, 0.167, 1.242)  0.19
H (-1.308, -1.116, 0.823)  0.03
H (-0.655, 0.503, 1.479)  0.11

energy relative to the best compared isomer or geometry (same formula, charge and spin) = 635.4 kJ/mol
E_tot = -18553.978 eV
net charge = -1
HOMO-LUMO gap = 0.2185 hartree
lowest unoccupied orbital energy = 3.716 eV


No. 2
The following is a quantum chemistry calculation of a structure of composition C2H4NO2S2 in a non-equilibrium geometry, from OMol25.

Last column: natural (NBO) charge in e.
Geometry (Å):
S (2.406, -0.270, 1.059)  1.65
S (-0.491, -1.713, -1.994)  -0.33
O (1.917, 0.530, 2.205)  -1.02
O (2.511, -1.703, 1.348)  -1.02
N (0.864, -0.376, -0.042)  -0.61
C (0.576, -1.434, -0.788)  -0.12
C (0.059, 1.308, -0.398)  -0.42
H (0.947, -2.249, -0.077)  0.23
H (-0.124, 1.426, -1.488)  0.21
H (0.801, 1.936, 0.064)  0.21
H (-0.820, 1.124, 0.251)  0.21

energy relative to the best compared isomer or geometry (same formula, charge and spin) = 121.6 kJ/mol
E_tot = -29394.177 eV
net charge = -1
HOMO-LUMO gap = 0.2854 hartree
lowest unoccupied orbital energy = 3.522 eV